Computed, not measured: a structure of composition C37H37BF3N12S2TaTe at a distorted geometry, with wB97M-V/def2-TZVPD.

## Properties
- HOMO energy (spin up / spin down): -15.7 / -15.7 eV
- ΔE to the lowest compared entry with this formula, charge and spin: 110.4 kJ/mol
- Spin multiplicity: 2
- Total charge: +3
- LUMO (spin up / spin down): -9.66 / -10.84 eV
- E: -3534.42578 hartree

```
94
Properties=species:S:1:pos:R:3:forces:R:3
Ta 0.425 -0.292 0.252 -1.470 -0.297 -0.759
C -1.789 -3.005 -1.332 0.150 -0.001 -0.021
C -2.219 -1.583 -1.206 -0.101 -0.008 0.004
C -3.483 -1.148 -1.569 0.026 0.113 0.051
C -3.538 0.189 -1.225 0.125 -0.049 0.078
N -2.363 0.542 -0.703 -0.001 0.158 0.065
N -1.521 -0.539 -0.671 -0.588 0.257 -0.634
B -2.026 1.940 -0.067 0.071 -0.146 -0.367
N -0.699 2.452 -0.711 0.153 -0.125 0.446
C -0.468 3.679 -1.185 0.084 -0.071 0.002
C 0.888 3.843 -1.365 -0.136 -0.052 0.060
C 1.473 2.657 -0.947 -0.225 0.051 -0.243
C 2.940 2.419 -1.034 0.161 -0.112 0.034
N 0.502 1.797 -0.521 0.256 0.558 -0.183
N -1.688 1.695 1.418 -0.010 0.367 -0.113
C -2.127 2.276 2.537 -0.067 -0.017 -0.164
C -1.374 1.813 3.597 0.084 -0.098 0.054
C -0.462 0.925 3.058 -0.040 0.017 -0.030
C 0.523 0.135 3.853 0.003 -0.126 0.045
N -0.642 0.867 1.701 0.169 0.440 1.139
N -3.156 2.870 -0.328 0.086 0.123 -0.159
C -3.583 3.349 -1.536 0.071 -0.038 -0.124
C -4.738 4.044 -1.334 0.099 -0.075 0.133
C -4.979 3.948 0.060 0.219 -0.189 -0.012
C -6.104 4.526 0.839 -0.145 0.073 0.064
N -4.032 3.234 0.646 -0.252 0.108 0.083
H -2.396 -3.475 -2.103 0.002 -0.035 0.011
H -0.742 -3.137 -1.588 0.029 0.040 -0.048
H -1.978 -3.551 -0.405 0.012 0.007 0.022
H -4.268 -1.743 -2.000 -0.019 -0.028 -0.037
H -4.336 0.909 -1.304 -0.052 -0.001 -0.023
H -1.286 4.359 -1.349 -0.010 0.058 -0.020
H 1.396 4.708 -1.751 0.028 0.039 -0.008
H 3.387 3.257 -1.565 -0.010 0.015 -0.011
H 3.408 2.389 -0.052 0.022 0.029 -0.008
H 3.200 1.519 -1.590 -0.010 -0.014 0.069
H -2.965 2.950 2.477 -0.028 0.028 0.009
H -1.487 2.073 4.634 0.014 0.004 0.043
H 0.296 0.265 4.909 -0.019 -0.011 -0.006
H 0.485 -0.935 3.644 0.020 0.006 -0.025
H 1.545 0.477 3.708 -0.010 0.042 0.029
H -3.042 3.153 -2.448 0.029 -0.014 -0.024
H -5.330 4.559 -2.069 -0.039 0.034 -0.041
H -6.789 5.060 0.185 -0.008 -0.003 0.006
H -6.661 3.740 1.349 0.001 0.038 0.026
H -5.736 5.227 1.587 -0.023 -0.019 0.015
C -0.868 -0.097 -4.146 -0.065 0.106 0.018
N -0.080 -1.315 -4.017 0.057 -0.491 0.126
C -0.178 -2.377 -4.886 0.237 -0.103 -0.009
C 0.808 -3.250 -4.569 -0.252 0.158 -0.126
N 1.499 -2.715 -3.503 -0.064 -0.063 0.034
C 0.917 -1.550 -3.149 0.321 0.127 0.153
S 1.439 -0.338 -2.007 -0.049 0.191 -0.698
C 2.736 -3.257 -2.991 -0.026 0.031 0.192
C 3.486 -4.115 -3.776 0.146 0.015 0.096
C 4.661 -4.600 -3.217 -0.009 0.033 0.036
C 5.022 -4.205 -1.937 0.007 -0.070 -0.106
C 4.191 -3.335 -1.257 0.017 0.011 -0.033
N 3.057 -2.863 -1.774 0.163 -0.126 -0.311
H -1.824 -0.366 -4.586 -0.031 0.062 -0.006
H -0.341 0.604 -4.791 -0.044 0.007 0.015
H -1.019 0.345 -3.168 -0.034 0.045 0.083
H -0.919 -2.407 -5.665 -0.024 -0.034 -0.006
H 1.057 -4.199 -5.006 0.001 -0.004 0.012
H 3.213 -4.389 -4.784 -0.045 0.039 0.005
H 5.289 -5.272 -3.785 0.009 -0.011 -0.003
H 5.930 -4.565 -1.477 0.033 -0.014 0.014
H 4.434 -3.005 -0.254 -0.002 -0.010 0.018
F 0.110 -6.150 2.842 0.006 0.001 -0.009
C 0.508 -5.192 2.020 -0.003 -0.031 -0.036
F 0.427 -5.645 0.757 0.014 0.008 0.019
F 1.796 -4.915 2.268 0.002 -0.006 -0.005
C -0.334 -3.946 2.173 -0.167 0.062 0.163
C -1.425 -3.874 3.029 0.056 -0.012 -0.025
C -2.172 -2.700 3.105 0.004 0.036 -0.068
C -1.798 -1.607 2.351 -0.126 -0.277 -0.051
N -0.740 -1.679 1.531 0.185 -0.683 0.733
C -0.046 -2.819 1.430 -0.047 0.312 -0.029
S 1.154 -2.563 0.174 0.459 -0.653 -0.041
H -1.696 -4.734 3.627 -0.003 -0.016 0.005
H -3.039 -2.638 3.745 -0.012 0.001 0.030
H -2.343 -0.676 2.385 -0.061 0.031 -0.007
Te 3.044 -0.124 1.288 0.650 0.310 0.469
C 3.402 1.602 2.361 0.121 0.210 0.222
C 4.679 1.723 2.942 -0.094 -0.089 -0.106
C 4.995 2.850 3.682 0.036 -0.112 -0.036
C 4.050 3.849 3.852 -0.095 0.143 0.041
C 2.781 3.743 3.278 0.083 -0.041 0.008
C 2.452 2.627 2.541 -0.043 -0.173 -0.243
H 5.419 0.943 2.811 -0.002 -0.009 0.001
H 5.975 2.949 4.126 0.010 -0.026 0.000
H 4.297 4.725 4.436 0.010 0.009 -0.008
H 2.063 4.540 3.413 -0.037 -0.002 -0.004
H 1.472 2.545 2.083 0.057 0.031 0.041
```
Forces are in eV/Å.

For each atom in turn, the Mulliken charge in e is: Ta -0.9848; C -1.3610; C 0.5279; C -1.7644; C -0.1798; N 1.3653; N 0.8032; B -0.0770; N 1.1941; C -0.3200; C -1.6307; C 0.6536; C -1.5925; N 0.1761; N 0.7540; C -0.1387; C -1.5195; C 0.6503; C -0.9443; N 0.0498; N 0.4502; C -0.3181; C -1.2070; C 0.5724; C -1.3104; N -1.1359; H 0.5447; H 0.0948; H 0.1960; H 0.6488; H 0.6365; H 0.6618; H 0.6113; H 0.4870; H 0.1736; H 0.1856; H 0.7654; H 0.6634; H 0.4946; H -0.0184; H -0.1079; H 0.6257; H 0.4758; H 0.3853; H 0.3089; H 0.3183; C -0.6447; N 0.4380; C -0.7322; C -0.3731; N 0.6188; C -0.2783; S -0.0615; C 0.7497; C -1.1802; C -0.5303; C -0.9390; C -0.1013; N 0.2521; H 0.3320; H 0.3075; H 0.1055; H 0.5347; H 0.5133; H 0.4507; H 0.4584; H 0.4612; H 0.3933; F -0.2729; C 0.6532; F -0.2161; F -0.2249; C 0.1706; C -0.6177; C -1.5157; C -0.0950; N 1.2959; C -0.1496; S 0.2128; H 0.6042; H 0.5517; H 0.4123; Te 0.7441; C -0.1711; C -0.8549; C -0.7454; C -0.5544; C -0.9693; C 0.6242; H 0.4235; H 0.4589; H 0.4468; H 0.5194; H 0.6308

Computed, not measured: a structure of composition C37H37Br3F3Li2N6O7 at a distorted geometry, with wB97M-V/def2-TZVPD.

## Properties
- HOMO energy: -2.0 eV
- ΔE to the lowest compared entry with this formula, charge and spin: 995.2 kJ/mol
- Spin multiplicity: 1
- Total charge: -1
- LUMO: 0.33 eV
- E: -10323.58680 hartree

```
95
Properties=species:S:1:pos:R:3:forces:R:3
Li 1.240 -5.274 0.959 -0.650 0.332 -0.479
Li -3.487 -5.180 2.512 0.205 -0.201 -0.539
C -1.886 -8.144 -1.401 1.048 -0.520 1.492
O -0.701 -8.257 -1.015 1.710 1.288 1.259
O -2.294 -8.893 -2.264 -1.636 -2.553 -3.779
O -2.796 -7.428 -0.900 -0.891 2.293 1.770
C -0.335 -1.034 -0.524 -0.935 -3.510 2.301
O 0.355 -1.711 -1.527 1.436 -0.150 -2.082
O -0.395 -1.978 0.455 0.531 1.686 0.900
C 0.273 0.386 -0.262 1.416 -2.342 3.942
F 0.188 0.750 1.118 0.589 -0.862 -1.250
F 1.566 0.557 -0.614 -0.031 -0.143 0.054
F -0.416 1.288 -0.802 -2.138 3.094 -2.685
C 0.032 -1.447 -2.849 0.452 0.656 -1.738
C 0.833 -2.310 -3.831 0.063 -0.641 1.072
H 0.553 -2.243 -4.883 -0.366 0.300 0.148
H 1.901 -2.099 -3.769 0.054 -0.081 0.147
H 0.632 -3.326 -3.490 0.379 -0.320 -0.301
H 0.291 -0.428 -3.138 -0.357 0.626 0.177
H -1.014 -1.634 -3.092 -0.420 0.157 0.374
H -1.376 -0.892 -0.813 -0.387 0.947 -0.762
C -3.604 -2.045 -11.067 -0.021 -0.807 -0.472
Br -4.530 -2.460 -12.783 0.358 0.381 0.902
Br -4.757 -2.206 -9.531 0.109 -0.086 -0.377
Br -2.687 -0.385 -11.067 0.020 0.495 -0.212
H -2.811 -2.790 -11.016 -0.467 0.015 0.165
C 1.340 9.435 -3.875 -0.375 -1.109 -0.353
C 0.640 8.765 -2.896 -0.024 1.092 1.911
C 0.295 9.498 -1.745 -0.761 1.769 0.409
C 0.490 10.922 -1.664 0.887 -0.373 -1.231
C 1.044 11.554 -2.785 -0.089 0.496 0.153
C 1.468 10.805 -3.845 0.545 -1.070 -0.912
N 0.145 11.789 -0.471 -0.600 0.101 -0.125
O 0.564 12.963 -0.390 -0.629 -2.573 -0.399
O -0.618 11.248 0.323 0.838 0.764 -0.308
H 1.721 8.828 -4.683 0.068 0.275 -0.345
H 0.397 7.713 -2.910 0.196 -0.035 -0.177
H -0.258 9.051 -0.932 0.171 -0.213 0.114
H 1.171 12.605 -2.999 -0.233 0.317 1.109
H 1.935 11.223 -4.725 0.005 0.550 0.157
N -9.037 -3.275 -2.889 1.115 -0.156 -0.300
C -8.531 -2.045 -2.644 -0.254 -0.806 -0.829
C -9.315 -0.990 -2.335 -3.136 1.226 0.323
C -10.739 -1.168 -2.327 2.066 -0.053 0.594
C -11.193 -2.442 -2.546 -1.858 0.993 -0.465
C -10.343 -3.461 -2.849 1.172 -0.004 0.407
H -7.505 -1.785 -2.857 0.464 -0.908 0.256
H -8.949 0.010 -2.158 0.379 -0.057 -0.027
H -11.391 -0.341 -2.087 -0.099 0.006 -0.130
H -12.249 -2.644 -2.652 -0.248 0.077 0.327
H -10.773 -4.436 -3.029 0.392 -0.316 -0.156
N 2.135 -1.732 10.774 1.051 0.203 0.177
C 2.960 -1.379 11.769 -0.968 1.185 -1.120
C 3.417 -0.050 11.899 -0.072 -1.130 -0.426
C 2.989 0.856 10.955 -0.312 0.574 -1.312
C 2.125 0.499 9.869 1.947 1.213 2.338
C 1.824 -0.810 9.819 -2.037 -1.865 0.931
H 3.203 -2.097 12.539 -0.032 -0.329 -0.122
H 4.114 0.121 12.706 -0.033 0.613 -0.020
H 3.304 1.887 10.904 0.221 0.144 0.665
H 1.742 1.313 9.272 -0.040 -0.425 -0.459
H 1.022 -1.157 9.185 0.278 -0.184 -0.654
N -7.060 -2.977 5.628 -2.272 1.746 1.056
C -6.600 -1.877 6.323 -0.630 -1.534 0.671
C -7.250 -1.302 7.450 -0.267 -1.027 -1.284
C -8.500 -1.837 7.824 3.120 2.340 -0.616
C -9.019 -2.824 7.053 -1.212 0.027 0.466
C -8.362 -3.334 5.931 1.916 0.191 0.862
H -5.615 -1.569 6.004 0.075 0.250 0.087
H -6.853 -0.463 8.003 0.309 0.030 -0.203
H -8.981 -1.260 8.601 -0.555 -0.718 0.295
H -9.978 -3.021 7.509 -0.612 -1.250 -1.210
H -8.821 -4.116 5.345 0.152 -0.069 -0.142
N 5.828 -4.087 1.738 1.742 1.682 0.740
C 6.162 -2.790 2.080 -1.654 -1.142 0.529
C 7.424 -2.204 2.105 -1.597 0.635 0.119
C 8.321 -2.912 1.464 3.586 -4.137 -1.500
C 8.128 -4.303 1.139 -0.196 1.716 0.245
C 6.893 -4.867 1.390 -0.101 1.334 -0.644
H 5.355 -2.141 2.389 -0.530 -0.322 0.006
H 7.764 -1.232 2.432 -1.003 0.285 0.254
H 9.320 -2.533 1.304 0.140 0.179 -0.140
H 8.926 -4.847 0.655 0.016 -0.151 0.156
H 6.757 -5.909 1.142 -0.484 -0.114 0.217
N 9.821 -0.393 -6.679 0.092 0.399 0.579
C 10.468 0.792 -6.814 -1.694 -0.551 -0.015
C 10.008 1.984 -6.255 0.942 -0.840 -0.798
C 8.889 1.923 -5.509 -1.608 0.062 1.265
C 8.226 0.704 -5.283 0.151 -0.868 -0.134
C 8.701 -0.466 -5.868 2.699 2.008 -0.824
H 11.312 0.935 -7.473 0.277 -0.972 -0.163
H 10.545 2.899 -6.460 -0.043 0.111 0.162
H 8.553 2.846 -5.060 -0.407 -0.053 0.185
H 7.377 0.538 -4.635 -0.166 0.730 0.146
H 8.343 -1.449 -5.600 -0.249 -0.029 -0.398
```
Forces are in eV/Å.

For each atom in turn, the Mulliken charge in e is: Li 0.7910; Li 0.4015; C 0.7041; O -0.7169; O -0.6133; O -0.6268; C -0.1704; O -0.1520; O -0.9413; C 0.8793; F -0.3160; F -0.2823; F -0.2718; C -0.1353; C -1.2537; H 0.3621; H 0.2917; H 0.2984; H 0.2389; H 0.3063; H 0.2026; C -0.2913; Br -0.0411; Br 0.0176; Br 0.0050; H 0.3096; C -0.3265; C -0.5298; C -0.2815; C 0.0355; C -0.1181; C -0.4094; N 0.8828; O -0.5542; O -0.5318; H 0.3517; H 0.3845; H 0.3988; H 0.3578; H 0.3401; N -0.5367; C -0.2114; C -0.2874; C -0.2604; C -0.3170; C -0.0797; H 0.3361; H 0.3397; H 0.3669; H 0.3135; H 0.3364; N -0.5395; C -0.0590; C -0.4073; C -0.1448; C -0.3384; C -0.2586; H 0.3570; H 0.3394; H 0.3314; H 0.3620; H 0.3577; N -0.4715; C -0.2118; C -0.3110; C -0.2083; C -0.2035; C -0.3040; H 0.3607; H 0.3551; H 0.3411; H 0.2937; H 0.3607; N -0.5346; C -0.1543; C -0.3458; C -0.1978; C -0.3126; C -0.1742; H 0.3600; H 0.3495; H 0.3317; H 0.3437; H 0.3376; N -0.5516; C -0.1194; C -0.2755; C -0.2531; C -0.3272; C -0.2060; H 0.3193; H 0.3469; H 0.3482; H 0.3425; H 0.3758